No. 1
This record from the Open Molecules 2025 dataset describes a 13-piece molecular cluster, C73H161N6O18P2 overall at a distorted geometry. The level of theory is ωB97M-V/def2-TZVPD.

## Properties
**Net charge**: +4
**⟨S²⟩**: 0.759
**Orbital gap (spin up / spin down)**: 7.594 / 3.445 eV
**M**: 1473.06 u
**2S+1**: 2

Each line ends with the Löwdin spin population.
Positions of all 260 atoms, in Å:
C (1.94962, -1.71156, 1.49583)  0.00
C (1.52476, -0.99683, 0.25838)  0.00
O (0.78345, -1.56121, -0.51501)  0.00
N (2.37522, 0.31786, 0.03348)  0.00
H (3.16024, 0.21763, 0.66101)  0.00
H (2.78012, 0.21505, -0.88608)  0.00
C (1.60411, 1.65648, 0.06767)  0.00
H (2.10455, -1.06684, 2.36095)  0.00
H (2.74886, -2.40694, 1.23940)  0.00
H (0.99519, -2.11562, 1.83331)  0.00
H (1.40811, 1.84336, 1.12349)  0.00
H (0.85255, 1.64213, -0.72166)  0.00
H (2.34116, 2.44025, -0.10716)  0.00
C (1.13090, -5.81072, 2.69732)  0.00
C (0.89333, -4.73959, 3.73734)  0.00
O (0.07455, -3.81618, 3.66898)  0.00
N (2.00968, -4.51076, 4.70196)  0.00
H (2.82055, -5.01222, 4.36863)  0.00
H (2.20765, -3.52039, 4.71125)  0.00
C (1.63174, -4.97146, 6.09344)  0.00
H (1.49189, -5.24530, 1.83820)  0.00
H (0.31651, -6.48037, 2.42084)  0.00
H (1.93278, -6.50891, 2.93736)  0.00
H (0.57212, -4.73667, 6.19442)  0.00
H (2.17393, -4.50181, 6.91415)  0.00
H (1.74771, -6.04723, 6.22526)  0.00
C (0.16109, 2.98856, -3.60275)  0.00
C (0.71581, 3.99037, -4.49767)  0.00
O (1.66559, 4.62535, -4.16316)  0.00
N (0.15296, 4.13435, -5.92293)  0.00
H (0.78796, 4.17633, -6.70723)  0.00
H (-0.33674, 3.30917, -6.23818)  0.00
C (-0.72788, 5.35730, -5.99625)  0.00
H (0.47940, 2.07152, -4.09855)  0.00
H (-0.92873, 3.00235, -3.58891)  0.00
H (0.54785, 2.88588, -2.58886)  0.00
H (-0.21034, 6.19626, -5.53107)  0.00
H (-1.69767, 5.09220, -5.57515)  0.00
H (-0.91890, 5.39468, -7.06873)  0.00
C (8.51684, -0.23987, -4.70518)  0.00
C (7.12484, -0.32475, -3.88690)  0.00
C (6.82438, 0.81878, -2.86305)  0.00
C (6.57640, 2.18359, -3.52682)  0.00
N (6.31919, 3.21638, -2.38059)  0.00
C (6.01440, 4.63420, -3.05099)  0.00
C (4.83290, 5.10999, -2.30194)  0.00
C (4.01902, 3.87950, -2.15764)  0.00
C (5.04096, 2.83508, -1.61076)  0.00
C (7.46855, 3.43832, -1.42941)  0.00
H (8.63275, -1.20928, -5.18986)  0.00
H (9.38937, -0.16763, -4.05590)  0.00
H (8.56713, 0.47540, -5.52613)  0.00
H (7.15933, -1.31414, -3.43081)  0.00
H (6.33169, -0.50954, -4.61138)  0.00
H (7.80084, 0.97807, -2.40561)  0.00
H (6.16392, 0.47071, -2.06886)  0.00
H (5.61515, 2.29044, -4.02950)  0.00
H (7.38640, 2.52952, -4.16894)  0.00
H (6.84995, 5.32978, -2.97274)  0.00
H (5.72159, 4.51362, -4.09398)  0.00
H (5.05036, 5.33412, -1.25764)  0.00
H (4.31120, 5.93162, -2.79272)  0.00
H (3.16258, 3.93111, -1.48537)  0.00
H (3.59726, 3.64317, -3.13456)  0.00
H (5.26862, 3.06260, -0.56936)  0.00
H (4.78371, 1.78675, -1.76218)  0.00
H (7.31642, 4.33881, -0.83437)  0.00
H (8.33648, 3.53261, -2.08202)  0.00
H (7.47378, 2.52499, -0.83451)  0.00
C (-2.15546, -3.57752, -0.35679)  0.00
C (-2.18694, -4.00420, 1.10538)  0.00
C (-2.26917, -5.53759, 1.33982)  0.00
C (-3.66605, -5.97215, 0.99895)  0.00
N (-3.87698, -7.49893, 0.99500)  0.00
C (-5.34431, -7.78314, 0.54867)  0.00
C (-5.62829, -9.21366, 1.03076)  0.00
C (-4.79577, -9.36504, 2.38900)  0.00
C (-3.92052, -8.06975, 2.41256)  0.00
C (-2.88235, -8.25946, 0.05135)  0.00
H (-3.09624, -3.10687, -0.64233)  0.00
H (-1.93927, -4.41133, -1.02471)  0.00
H (-1.33210, -2.86694, -0.42930)  0.00
H (-3.04898, -3.44808, 1.47378)  0.00
H (-1.35603, -3.71943, 1.75083)  0.00
H (-1.88427, -5.78456, 2.32924)  0.00
H (-1.59753, -6.00638, 0.62062)  0.00
H (-3.92525, -5.64124, -0.00674)  0.00
H (-4.45989, -5.51487, 1.58957)  0.00
H (-5.62843, -7.65580, -0.49591)  0.00
H (-5.92691, -7.25492, 1.30343)  0.00
H (-5.41566, -9.94427, 0.25032)  0.00
H (-6.69253, -9.28577, 1.25502)  0.00
H (-4.18655, -10.26086, 2.50921)  0.00
H (-5.57075, -9.28652, 3.15145)  0.00
H (-2.91998, -8.27164, 2.79500)  0.00
H (-4.42245, -7.30762, 3.00865)  0.00
H (-1.87165, -8.33683, 0.45210)  0.00
H (-2.88235, -7.67684, -0.86988)  0.00
H (-3.09792, -9.31574, -0.10953)  0.00
C (3.48380, -5.14835, -6.85878)  0.00
C (2.29672, -4.80395, -6.01678)  0.00
C (2.57319, -4.08764, -4.68735)  0.00
C (3.41128, -5.05003, -3.75419)  0.00
N (3.88500, -4.31644, -2.50473)  0.00
C (4.96759, -3.15271, -2.81866)  0.00
C (6.22025, -3.40172, -1.98337)  0.00
C (5.75603, -4.29216, -0.83475)  0.00
C (4.68092, -5.15690, -1.51554)  0.00
C (2.81890, -3.59115, -1.68805)  0.00
H (3.10657, -5.60307, -7.77476)  0.00
H (4.21617, -5.81847, -6.40858)  0.00
H (4.10045, -4.27513, -7.07169)  0.00
H (1.81647, -5.76066, -5.81145)  0.00
H (1.62680, -4.15795, -6.58422)  0.00
H (1.62238, -3.92213, -4.18073)  0.00
H (2.89547, -3.05913, -4.84986)  0.00
H (4.29422, -5.53473, -4.17082)  0.00
H (2.84000, -5.87544, -3.32941)  0.00
H (4.47308, -2.18137, -2.82666)  0.00
H (5.26651, -3.32856, -3.85202)  0.00
H (6.85766, -2.55652, -1.72366)  0.00
H (6.88585, -4.13100, -2.44514)  0.00
H (5.36263, -3.67969, -0.02344)  0.00
H (6.55229, -4.96718, -0.52101)  0.00
H (4.04882, -5.71604, -0.82568)  0.00
H (5.24127, -5.90611, -2.07483)  0.00
H (3.34546, -3.03171, -0.91484)  0.00
H (2.04841, -4.27135, -1.32505)  0.00
H (2.30636, -2.90985, -2.36720)  0.00
C (-1.64991, -0.13961, -4.00371)  0.00
C (-1.53644, -0.33350, -2.47547)  0.00
C (-2.79534, 0.21186, -1.66182)  0.00
C (-3.07976, 1.70924, -1.81957)  0.00
P (-4.66856, 2.22616, -1.04339)  0.00
C (-5.08975, 4.02455, -1.32668)  0.00
C (-4.95935, 4.57727, -2.77950)  0.00
C (-3.55462, 5.12848, -3.08187)  0.00
C (-3.47979, 6.28661, -4.05708)  0.00
C (-4.68688, 1.79098, 0.75098)  0.00
C (-5.53788, 2.66442, 1.79403)  0.00
C (-7.06947, 2.52029, 1.67698)  0.00
C (-7.53914, 1.28996, 2.40426)  0.00
C (-6.03658, 1.32161, -1.87027)  0.00
C (-6.02619, 1.29674, -3.44656)  0.00
C (-6.64683, -0.03572, -4.07370)  0.00
C (-6.48649, -0.24852, -5.53640)  0.00
H (-1.54933, 0.86701, -4.40954)  0.00
H (-2.63357, -0.54581, -4.23934)  0.00
H (-0.87454, -0.66828, -4.55815)  0.00
H (-0.58678, 0.10037, -2.16240)  0.00
H (-1.35498, -1.37467, -2.20878)  0.00
H (-2.58843, 0.06621, -0.60160)  0.00
H (-3.70931, -0.32432, -1.91730)  0.00
H (-3.09309, 1.93033, -2.88682)  0.00
H (-2.22833, 2.19592, -1.34383)  0.00
H (-4.41600, 4.71732, -0.82249)  0.00
H (-6.06272, 4.20594, -0.87002)  0.00
H (-5.66673, 5.40275, -2.70015)  0.00
H (-5.18369, 3.85797, -3.56714)  0.00
H (-2.96070, 4.34383, -3.55058)  0.00
H (-2.86348, 5.40566, -2.28588)  0.00
H (-3.97702, 6.03898, -4.99491)  0.00
H (-2.45040, 6.58903, -4.24945)  0.00
H (-3.93760, 7.22152, -3.73390)  0.00
H (-3.64197, 1.80069, 1.06109)  0.00
H (-5.00323, 0.74794, 0.75996)  0.00
H (-5.37537, 3.73460, 1.66595)  0.00
H (-5.20981, 2.54374, 2.82646)  0.00
H (-7.48634, 2.47257, 0.67098)  0.00
H (-7.44452, 3.43007, 2.14574)  0.00
H (-7.02093, 0.43512, 1.96976)  0.00
H (-8.62541, 1.24037, 2.47958)  0.00
H (-7.02398, 1.28720, 3.36483)  0.00
H (-7.00681, 1.64394, -1.49230)  0.00
H (-5.90807, 0.32660, -1.44421)  0.00
H (-5.02597, 1.37251, -3.87308)  0.00
H (-6.65570, 2.13939, -3.73250)  0.00
H (-7.69446, 0.09291, -3.80161)  0.00
H (-6.23603, -0.89308, -3.54053)  0.00
H (-7.18495, -0.94153, -6.00543)  0.00
H (-5.49302, -0.69577, -5.56932)  0.00
H (-6.35965, 0.71358, -6.03276)  0.00
C (-2.90528, -0.44821, 3.14482)  0.00
C (-1.51528, 0.14973, 2.79587)  0.00
C (-1.09373, 1.34191, 3.48437)  0.00
C (-1.99337, 2.64139, 3.58327)  0.00
P (-1.35881, 3.86608, 4.64983)  0.00
C (-1.95108, 3.51074, 6.28915)  0.00
C (-1.33057, 2.50594, 7.22951)  0.00
C (-2.25396, 1.90231, 8.35813)  0.00
C (-1.40883, 1.25754, 9.46279)  0.00
C (0.52866, 3.95843, 4.52493)  0.00
C (1.06513, 4.19024, 3.13032)  0.00
C (2.52837, 3.74973, 3.05669)  0.00
C (3.53092, 4.56728, 3.94953)  0.00
C (-2.12462, 5.39486, 3.87484)  0.00
C (-3.62690, 5.68717, 4.12935)  0.00
C (-4.12487, 6.95639, 3.59258)  0.00
C (-4.35386, 6.82402, 2.15893)  0.00
H (-3.73198, 0.23847, 2.96279)  0.00
H (-2.99797, -0.75860, 4.18557)  0.00
H (-3.00756, -1.27381, 2.44053)  0.00
H (-1.55457, 0.30775, 1.71810)  0.00
H (-0.72190, -0.58885, 2.91056)  0.00
H (-0.18532, 1.64984, 2.96661)  0.00
H (-0.82325, 0.97874, 4.47586)  0.00
H (-2.89939, 2.31141, 4.09153)  0.00
H (-2.30822, 3.04229, 2.61981)  0.00
H (-3.03503, 3.60400, 6.22235)  0.00
H (-1.74915, 4.52410, 6.63617)  0.00
H (-0.49816, 2.79102, 7.87287)  0.00
H (-1.13851, 1.64560, 6.58839)  0.00
H (-2.93164, 1.21246, 7.85517)  0.00
H (-2.84524, 2.70592, 8.79710)  0.00
H (-2.02831, 0.83154, 10.25201)  0.00
H (-0.84821, 2.04567, 9.96544)  0.00
H (-0.71465, 0.53595, 9.03206)  0.00
H (0.86403, 2.96959, 4.83770)  0.00
H (0.74046, 4.70720, 5.28820)  0.00
H (0.99399, 5.21382, 2.76247)  0.00
H (0.62022, 3.56360, 2.35735)  0.00
H (2.83227, 3.88625, 2.01885)  0.00
H (2.72261, 2.69052, 3.22537)  0.00
H (3.24586, 5.55306, 4.31705)  0.00
H (4.41470, 4.75122, 3.33863)  0.00
H (3.95839, 3.95005, 4.73972)  0.00
H (-1.75077, 5.32077, 2.85364)  0.00
H (-1.59013, 6.30338, 4.15234)  0.00
H (-3.67988, 5.85400, 5.20520)  0.00
H (-4.36245, 4.93575, 3.84224)  0.00
H (-3.37837, 7.74879, 3.53829)  0.00
H (-4.97735, 7.31990, 4.16638)  0.00
H (-3.53191, 6.28810, 1.68428)  0.00
H (-4.51122, 7.78831, 1.67573)  0.00
H (-5.25425, 6.21393, 2.08703)  0.00
O (1.06120, -0.77255, 6.31095)  0.04
C (1.90359, -0.76184, 5.36819)  0.02
O (2.42184, -1.86361, 5.07030)  0.50
O (2.12758, 0.33559, 4.82292)  0.43
H (1.01743, 0.18630, 6.29386)  0.00
O (6.80120, -0.10308, 1.24713)  0.00
C (5.49263, -0.26993, 1.01512)  0.00
O (5.09701, -1.10615, 0.21063)  0.00
O (4.67628, 0.38918, 1.68957)  0.00
H (6.97214, -0.67300, 0.49376)  0.00
O (5.41816, -6.43025, 2.07835)  0.00
C (4.43675, -5.73078, 2.65499)  0.00
O (3.83248, -4.88870, 1.93946)  0.00
O (4.20363, -5.88444, 3.89195)  0.00
H (5.01598, -6.06440, 1.28715)  0.00
O (3.16690, -0.91650, -4.89237)  0.00
C (3.03904, 0.21752, -4.19851)  0.00
O (2.57253, 0.28083, -2.97683)  0.00
O (3.18747, 1.27934, -4.80119)  0.00
H (3.28019, -0.29505, -5.61525)  0.00
O (-0.73478, 5.27182, -1.39039)  0.00
C (-0.41383, 4.52587, -0.35433)  0.00
O (-1.17113, 3.89489, 0.33514)  0.00
O (0.80774, 4.53450, -0.19396)  0.00
H (0.21617, 5.39963, -1.42147)  0.00

---

No. 2
This record from the Open Molecules 2025 dataset describes C19H20As2F6N2NaO7S3 as an isolated structure at a distorted geometry. The level of theory is ωB97M-V/def2-TZVPD.

## Properties
**Net charge**: -1
**Orbital gap**: 7.685 eV
**Relative energy (zero: lowest compared OMol25 entry of this formula, charge and spin)**: 0.979 eV
**M**: 771.40 u

Each line ends with the natural charge from an NBO analysis.
Positions of all 60 atoms, in Å:
Na (0.57611, -1.26041, 0.80432)  0.84
F (1.15531, -2.61194, 3.57964)  -0.31
C (-0.04508, -2.49601, 4.15438)  0.72
F (-0.71999, -3.63228, 3.96282)  -0.32
F (0.14241, -2.35124, 5.47291)  -0.32
S (-0.97048, -0.99180, 3.47519)  2.25
O (-0.04034, -0.46236, 2.51253)  -0.97
O (-1.27712, -0.23651, 4.64276)  -0.90
N (-2.27159, -1.60699, 2.82168)  -1.20
S (-2.03818, -2.16752, 1.36926)  2.25
O (-2.55332, -1.36856, 0.30516)  -0.91
O (-0.71913, -2.73012, 1.21572)  -0.98
C (-3.17902, -3.63192, 1.34236)  0.73
F (-3.13814, -4.15591, 0.11254)  -0.31
F (-2.80702, -4.56620, 2.21776)  -0.31
F (-4.43760, -3.27247, 1.60936)  -0.31
C (-0.64907, -2.16657, -3.22009)  -0.96
As (-0.32169, -0.78187, -1.82588)  0.92
C (0.93161, 0.28387, -2.91011)  -0.95
C (-1.87829, 0.37544, -2.19407)  -0.34
C (-2.57846, 0.29854, -3.39557)  -0.16
C (-3.70853, 1.06955, -3.62309)  -0.24
C (-4.15468, 1.93756, -2.63827)  -0.22
C (-3.44428, 2.04814, -1.45329)  -0.21
C (-2.30555, 1.28540, -1.21754)  -0.32
As (-1.25055, 1.43398, 0.45019)  0.93
C (-2.78360, 1.58548, 1.69237)  -0.96
C (-0.99443, 3.39987, 0.36197)  -0.95
H (-0.66996, -1.78762, -4.24069)  0.20
H (-1.58782, -2.67428, -2.99497)  0.22
H (0.16260, -2.88942, -3.12806)  0.23
H (0.48298, 0.59044, -3.85461)  0.21
H (1.82830, -0.30859, -3.10199)  0.22
H (1.21344, 1.16407, -2.33631)  0.25
H (-2.24116, -0.37453, -4.17444)  0.19
H (-4.23899, 0.99005, -4.56469)  0.20
H (-5.05046, 2.52750, -2.79368)  0.20
H (-3.79287, 2.73966, -0.69331)  0.20
H (-3.29810, 2.54048, 1.58684)  0.20
H (-2.42162, 1.50248, 2.71548)  0.23
H (-3.48598, 0.77565, 1.51282)  0.24
H (-1.91383, 3.93083, 0.11583)  0.20
H (-0.22148, 3.63220, -0.36933)  0.24
H (-0.63554, 3.71988, 1.34102)  0.23
O (2.07814, 2.29900, 1.74161)  -0.94
S (2.43689, 1.81258, 0.43736)  2.30
O (2.20538, 2.71345, -0.66656)  -0.96
N (1.81911, 0.35288, 0.13875)  -0.94
C (2.74319, -0.59555, 0.06332)  0.61
O (2.48511, -1.79725, -0.09599)  -0.70
C (4.14457, -0.07350, 0.20743)  -0.15
C (5.32267, -0.79421, 0.13909)  -0.17
C (6.51934, -0.10653, 0.29520)  -0.22
C (6.52796, 1.26819, 0.51220)  -0.21
C (5.33900, 1.98648, 0.57890)  -0.22
C (4.15891, 1.29125, 0.42475)  -0.21
H (5.28532, -1.86157, -0.03634)  0.23
H (7.46102, -0.63923, 0.24509)  0.21
H (7.47424, 1.78135, 0.62801)  0.21
H (5.33034, 3.05673, 0.74226)  0.23